Record 1
{"formula": "CH5N3O", "method": "the ωB97M-V functional and the def2-TZVPD basis", "symbols": ["H", "O", "C", "H", "N", "H", "N", "H", "H", "N"], "xyz": [[0.315, 1.156, 1.080], [-2.734, 0.242, -0.101], [-0.196, 1.015, 0.149], [-0.398, -2.250, 0.346], [-1.946, -0.682, -0.084], [0.263, 1.438, -0.819], [-0.682, -0.331, -0.095], [1.022, -1.857, -0.450], [-0.992, 1.679, 0.075], [0.339, -1.521, 0.307]], "atomic_forces_ev_per_a": [[0.64, -0.06, 0.24], [-2.60, 1.66, 0.01], [0.42, -0.16, -2.48], [0.90, 0.16, 0.22], [0.17, -1.85, 0.44], [0.72, -1.07, 1.59], [5.95, -1.93, -0.68], [-1.77, 1.44, 0.56], [-2.05, 0.88, 0.76], [-2.39, 0.93, -0.66]], "e_tot_ha": -280.35870, "e_above_lowest_kcal_mol": 58.1, "total_charge": 0, "max_force_ev_per_a": 6.29, "s2": 2.008, "multiplicity": 3, "homo_ev": [-6.60, -9.35], "e_lumo_ev": [1.076, -1.439]}

Record 2
{"formula": "CH5N3O2", "method": "the ωB97M-V functional and the def2-TZVPD basis", "symbols": ["H", "N", "H", "O", "H", "C", "N", "O", "N", "H", "H"], "xyz": [[0.466, 1.959, -0.063], [0.431, -1.350, 0.235], [1.211, -1.432, -0.382], [-2.237, -0.848, 0.059], [1.498, 0.676, 0.906], [0.887, 0.899, -0.089], [-1.539, 0.130, 0.098], [-1.834, 1.308, 0.130], [-0.155, -0.120, -0.204], [1.545, 0.801, -0.897], [-0.273, -2.024, 0.207]], "atomic_forces_ev_per_a": [[0.48, -1.65, -0.06], [-0.16, 2.07, 1.10], [0.18, -1.00, -0.53], [-0.54, -0.23, 0.69], [-1.26, 0.65, -1.91], [-0.99, 1.46, 3.61], [3.01, 0.50, -1.29], [-0.50, -0.53, 0.38], [-0.14, 0.62, -0.06], [0.89, -0.16, -1.31], [-0.96, -1.72, -0.61]], "smiles": "CN(N)[N+](=O)[O-]", "e_tot_ha": -355.67367, "e_above_lowest_kcal_mol": 94.5, "total_charge": 0, "max_force_ev_per_a": 4.01, "multiplicity": 1, "homo_ev": -9.14, "e_lumo_ev": 0.543}

Record 3
{"formula": "CH5N3S", "method": "the ωB97M-V functional and the def2-TZVPD basis", "symbols": ["H", "H", "C", "H", "N", "H", "H", "N", "S", "N"], "xyz": [[-0.607, -1.800, 0.445], [-0.663, 1.235, 0.474], [1.211, 0.816, 0.289], [2.080, 0.255, -0.176], [-1.206, -1.340, -0.178], [0.253, -0.472, -1.544], [-2.110, -1.022, 0.191], [-0.679, -0.265, -0.974], [1.779, 1.807, 1.563], [-0.056, 0.786, -0.090]], "atomic_forces_ev_per_a": [[1.06, -0.30, 1.22], [-2.60, 1.92, 2.07], [2.36, 1.16, 1.81], [-1.85, 0.18, -0.14], [-1.07, 1.55, -2.47], [-2.92, -0.56, 1.38], [0.86, -0.45, -0.14], [2.98, 0.64, 0.57], [-0.83, -1.01, -1.38], [2.02, -3.12, -2.92]], "smiles": "NNNC=S", "e_tot_ha": -603.44996, "e_above_lowest_kcal_mol": 60.2, "total_charge": 0, "max_force_ev_per_a": 4.73, "multiplicity": 1, "homo_ev": -8.41, "e_lumo_ev": 0.590}

Record 4
{"formula": "CH5N3S", "method": "the ωB97M-V functional and the def2-TZVPD basis", "symbols": ["H", "N", "C", "S", "H", "H", "H", "N", "N", "H"], "xyz": [[0.300, 0.458, -1.602], [0.768, 0.106, -0.776], [1.474, -0.984, -1.046], [1.800, -1.417, -2.561], [-1.575, -0.072, -0.006], [0.392, 1.511, 0.603], [1.787, -1.620, -0.300], [-0.970, 0.059, 0.805], [0.344, 0.475, 0.457], [-0.815, -0.792, 1.181]], "atomic_forces_ev_per_a": [[-0.03, 0.43, -0.07], [-0.24, 0.45, -0.86], [-0.39, 0.50, -1.43], [0.31, -0.43, -1.22], [0.17, 0.28, -0.06], [0.10, -1.44, -0.55], [0.65, -0.82, 2.28], [-0.31, 2.72, -1.31], [-0.30, 1.82, 1.52], [0.03, -3.51, 1.71]], "smiles": "NNNC=S", "e_tot_ha": -603.47248, "e_above_lowest_kcal_mol": 46.1, "total_charge": 0, "max_force_ev_per_a": 3.90, "multiplicity": 1, "homo_ev": -8.63, "e_lumo_ev": 0.665}

Record 5
{"formula": "CH5N3S", "method": "the ωB97M-V functional and the def2-TZVPD basis", "symbols": ["S", "H", "H", "N", "H", "N", "H", "N", "C", "H"], "xyz": [[-1.969, -0.337, -0.444], [-1.270, 1.430, 0.865], [-1.809, -1.422, 0.291], [-0.830, 0.699, 0.353], [2.026, -1.544, -0.063], [1.169, -1.029, -0.059], [0.528, 2.038, -0.751], [1.246, 0.203, -0.593], [0.340, 1.070, -0.339], [0.570, -1.109, 0.740]], "atomic_forces_ev_per_a": [[0.18, 1.01, -0.20], [-0.39, 0.41, 0.21], [0.17, -0.48, 0.38], [-0.11, -0.37, -0.06], [0.21, 0.14, 0.04], [-0.76, -0.04, -0.52], [-0.41, 0.63, -0.11], [0.77, 0.77, 0.15], [0.46, -1.86, -0.36], [-0.12, -0.21, 0.47]], "smiles": "N/N=C\\NS", "e_tot_ha": -603.49127, "e_above_lowest_kcal_mol": 34.3, "total_charge": 0, "max_force_ev_per_a": 1.95, "multiplicity": 1, "homo_ev": -8.39, "e_lumo_ev": 0.770}

Record 6
{"formula": "CH5N4OS", "method": "the ωB97M-V functional and the def2-TZVPD basis", "symbols": ["H", "N", "N", "O", "H", "C", "N", "H", "H", "S", "H", "N"], "xyz": [[0.134, -0.021, -0.910], [-0.357, -0.427, 0.788], [-0.408, -1.029, -0.440], [2.887, -1.162, 1.848], [0.392, 1.891, -1.602], [0.842, -0.312, 1.496], [1.832, -1.091, 1.088], [0.699, 0.218, 2.402], [1.777, 1.432, -1.244], [-1.816, 0.347, 1.248], [0.359, -1.644, -0.384], [0.820, 1.127, -1.052]], "atomic_forces_ev_per_a": [[1.46, 1.89, -1.52], [-0.87, 0.05, -0.23], [-1.15, 0.93, 2.19], [-2.18, 0.44, -1.44], [-0.71, -0.89, 0.32], [-2.14, -1.10, -0.84], [2.05, -0.24, 1.49], [0.49, 0.44, 0.81], [0.23, -1.29, 0.43], [1.60, -0.47, 0.07], [1.64, -1.03, -0.42], [-0.42, 1.29, -0.84]], "e_tot_ha": -733.39073, "e_above_lowest_kcal_mol": 47.9, "total_charge": -1, "max_force_ev_per_a": 2.83, "multiplicity": 1, "homo_ev": [-3.77, -3.78], "e_lumo_ev": [2.345, 2.359]}

Record 7
{"formula": "CH5N5O", "method": "the ωB97M-V functional and the def2-TZVPD basis", "symbols": ["N", "N", "H", "C", "N", "H", "N", "H", "H", "O", "N", "H"], "xyz": [[2.531, 0.503, -0.183], [-0.140, -0.350, 0.565], [-2.298, -1.421, -0.149], [-1.179, 0.207, 0.055], [-2.374, -0.433, -0.313], [-0.377, 1.754, 0.641], [1.620, 0.967, 0.274], [3.296, -1.133, -0.268], [-0.041, -1.413, 0.465], [-1.167, 1.540, 0.075], [3.379, -0.215, -0.679], [-3.251, -0.006, -0.483]], "atomic_forces_ev_per_a": [[-1.57, -0.42, 0.80], [-0.68, -3.33, -0.62], [-0.54, 0.04, -0.15], [-0.62, -1.22, 1.32], [2.67, 0.20, 0.08], [-0.76, -0.11, -0.98], [1.07, 2.46, -0.14], [-0.11, -0.46, 0.01], [-0.85, 2.04, 0.26], [-0.17, 0.57, 0.45], [1.91, -0.31, -0.94], [-0.36, 0.53, -0.08]], "e_tot_ha": -390.03355, "e_above_lowest_kcal_mol": 17.2, "total_charge": 0, "max_force_ev_per_a": 3.46, "multiplicity": 1, "homo_ev": -8.83, "e_lumo_ev": 0.744}

Record 8
{"formula": "CH5NO2", "method": "the ωB97M-V functional and the def2-TZVPD basis", "symbols": ["O", "O", "H", "H", "C", "H", "H", "N", "H"], "xyz": [[1.166, -0.227, -2.043], [-0.520, -0.708, -0.966], [0.175, -0.960, 1.543], [1.048, -0.828, -2.890], [-0.070, 0.118, 1.291], [-1.072, 1.115, -0.236], [0.770, 0.719, 1.228], [-0.795, 0.121, 0.016], [-0.702, 0.651, 2.057]], "atomic_forces_ev_per_a": [[-1.74, -1.76, -0.95], [0.62, 2.25, 1.37], [-0.30, 1.51, -0.05], [0.02, 1.62, 2.61], [-1.87, -2.02, 0.55], [0.12, -1.74, -0.32], [2.09, 0.86, -0.40], [0.81, 0.30, -2.11], [0.25, -1.01, -0.71]], "e_tot_ha": -246.12384, "e_above_lowest_kcal_mol": 146.2, "total_charge": 0, "max_force_ev_per_a": 3.08, "multiplicity": 1, "homo_ev": [-9.12, -9.12], "e_lumo_ev": [-1.265, -1.265]}